No. 1
DFT (ωB97M-V/def2-TZVPD) results for a molecular structure, C8H21ClEuIOP2 in a non-equilibrium geometry.

Last column: Mulliken charge in e.
Geometry (Å):
C1 0.2806 -0.0288 -3.7231  -0.905
I1 -1.8140 -0.2598 -2.7959  0.271
H1 1.1661 0.0577 -3.0707  0.288
H2 0.1948 0.8735 -4.3372  0.393
H3 0.3917 -0.9104 -4.3627  0.378
Eu1 0.4321 -0.0787 -0.7565  0.686
P1 -0.0707 2.7483 0.2992  0.747
C2 -1.5836 3.7636 0.0719  -1.140
C3 0.6258 3.6017 1.7876  -1.219
H4 0.7408 4.6861 1.6127  0.411
H5 0.9935 4.6634 -0.7887  0.390
H6 1.6014 3.1439 2.0029  0.362
H7 2.1156 3.2498 -0.6659  0.390
H8 -2.2618 3.5628 0.9164  0.378
H9 -0.0346 3.4189 2.6463  0.377
C4 1.0850 3.5695 -0.9013  -1.262
H10 -1.3343 4.8363 0.0339  0.391
H11 0.8411 3.2717 -1.9342  0.392
H12 -2.0753 3.4540 -0.8623  0.341
P2 -0.0128 -2.7369 0.7023  0.727
C5 -1.5248 -3.7630 0.6352  -1.141
C6 1.1216 -3.6966 -0.3787  -1.300
H13 1.6489 -2.8450 2.4396  0.361
H14 0.8176 -4.4369 2.2667  0.421
H15 0.0214 -3.0582 3.1154  0.376
C7 0.6847 -3.3447 2.2919  -1.228
H16 2.1451 -3.3348 -0.2111  0.402
H17 1.0488 -4.7561 -0.1044  0.394
H18 -1.2659 -4.8240 0.7738  0.398
H19 -2.0132 -3.6095 -0.3373  0.347
H20 0.8605 -3.5574 -1.4348  0.411
H21 -2.2061 -3.4259 1.4305  0.381
C8 -1.6180 -0.1367 0.7529  0.264
O1 -2.6065 -0.2144 1.3318  -0.131
Cl1 1.6045 0.1165 1.5540  -0.350

As for the multiplicity: 7. The calculation puts the HOMO energy (spin up / spin down) at -0.5891 / -0.5882 Ha. Its energy above the lowest of the compared OMol25 structures with the same formula, charge and spin is 0.000 eV. The value obtained for the HOMO-LUMO gap (spin up / spin down) is 6.086 / 7.893 eV. For the energy, the calculation gives -2542.9936 hartree. The LUMO energy (spin up / spin down) is -0.3654 / -0.2982 Ha. Its charge is +2.

No. 2
DFT (ωB97M-V/def2-TZVPD) results for 3 unconnected molecules or ions with the total composition C13H24IO6S2.

Last column: Mulliken charge in e.
Geometry (Å):
O1 0.3799 0.1154 2.0602  -0.548
C1 -0.6088 0.4702 1.4705  0.292
O2 -0.4613 1.2045 0.3371  -0.496
C2 -2.0069 0.0841 1.8783  -0.112
C3 -3.1024 0.4989 0.8886  0.234
C4 -4.5119 0.0529 1.3204  -0.866
C5 -5.4154 1.2321 1.6995  -0.941
I1 -4.9304 1.7817 3.7943  -0.383
H1 -1.1706 1.8618 0.2739  0.367
H2 -2.2195 0.5496 2.8455  0.126
H3 -1.9780 -1.0001 2.0115  0.283
H4 -3.1095 1.5968 0.8405  0.396
H5 -2.8536 0.1710 -0.1234  -0.397
H6 -4.4271 -0.7038 2.1188  0.454
H7 -5.0119 -0.3921 0.4504  0.340
H8 -6.4336 0.8282 1.7967  0.300
C6 4.9277 -0.2097 1.2967  -0.680
C7 3.5673 -0.0036 1.9769  -0.377
C8 3.4150 -1.0956 3.0401  -0.612
S1 5.0825 -1.5226 3.5596  1.180
O3 5.3662 -2.8849 3.1748  -0.669
O4 5.3137 -1.0842 4.9139  -0.681
C9 5.9323 -0.4270 2.4232  -0.737
H9 5.2040 0.6419 0.6759  0.361
H10 4.8929 -1.0953 0.6578  0.323
H11 3.5414 0.9788 2.4514  0.274
H12 2.7422 -0.0407 1.2713  0.167
H13 2.8544 -0.7585 3.9072  0.350
H14 2.9569 -1.9950 2.6347  0.353
H15 6.8622 -0.8947 2.1076  0.401
H16 6.1401 0.4993 2.9582  0.349
C10 -0.7141 0.8681 -4.8496  -0.553
C11 -0.3444 -0.5664 -4.4463  -0.642
C12 -1.0835 -0.8787 -3.1395  -0.571
S2 -2.5732 0.1325 -3.1505  1.106
O5 -2.4723 1.0852 -2.0800  -0.577
O6 -3.7312 -0.7071 -3.3033  -0.703
C13 -2.2283 0.9701 -4.6980  -0.755
H17 -0.4000 1.0974 -5.8674  0.346
H18 -0.2265 1.5776 -4.1778  0.295
H19 -0.6654 -1.2584 -5.2278  0.288
H20 0.7313 -0.6866 -4.3240  0.339
H21 -1.3770 -1.9222 -3.0609  0.415
H22 -0.5056 -0.5886 -2.2633  0.230
H23 -2.5989 1.9904 -4.6369  0.389
H24 -2.7486 0.4276 -5.4870  0.343

The calculation puts the HOMO energy at -0.0852 Ha. The value obtained for the HOMO-LUMO gap is 4.363 eV. For the energy, the calculation gives -2055.2246 hartree. The LUMO energy is 0.0751 Ha. Its charge is -1.

No. 3
DFT (ωB97M-V/def2-TZVPD) results for C5H10NO2 in the gas phase in a non-equilibrium geometry.

Last column: Mulliken charge in e.
Geometry (Å):
C1 2.1803 0.6418 1.1386  -0.858
N1 1.3065 0.0449 0.1941  -0.218
C2 -2.1576 -1.3792 -0.4063  -1.265
C3 -0.7047 -0.9277 -0.6019  -0.517
C4 -0.1448 0.2327 0.3004  -0.077
C5 -0.1931 1.6603 -0.5039  0.542
O1 0.0697 2.5951 0.2551  -0.543
O2 -0.4130 1.5854 -1.7005  -0.574
H1 1.8325 0.6823 2.1708  0.311
H2 3.0794 -0.0331 1.1180  0.319
H3 2.4951 1.6589 0.8745  0.310
H4 1.6240 0.1563 -0.7659  0.346
H5 -2.2865 -2.0696 0.4163  0.363
H6 -2.9830 -0.6655 -0.1386  0.315
H7 -2.4150 -1.7520 -1.3786  0.345
H8 -0.6207 -0.5385 -1.6266  0.360
H9 -0.1354 -1.8760 -0.6309  0.352
H10 -0.5334 -0.0162 1.2851  0.490

As for the multiplicity: 2. The calculation puts the HOMO energy (spin up / spin down) at -0.3549 / -0.3532 Ha. Its energy above the lowest of the compared OMol25 structures with the same formula, charge and spin is 1.148 eV. The value obtained for the HOMO-LUMO gap (spin up / spin down) is 10.450 / 6.884 eV. For the energy, the calculation gives -401.6532 hartree. The LUMO energy (spin up / spin down) is 0.0292 / -0.1002 Ha.

No. 4
DFT (ωB97M-V/def2-TZVPD) results for a gas-phase ion, C2H3N2O2 (charge -1) in a non-equilibrium geometry.

Last column: Mulliken charge in e.
Geometry (Å):
O1 -2.8356 0.5248 0.2314  -0.630
N1 -1.7727 -0.0850 -0.1672  -0.230
N2 -0.7375 0.7221 0.0307  0.292
C1 0.6106 0.4360 -0.1970  -0.502
C2 1.2603 -1.0711 -0.1509  0.020
O2 0.8100 -2.1876 -0.1037  -0.557
H1 -0.8823 1.6125 0.3945  0.254
H2 1.1842 1.0533 0.3416  0.046
H3 2.3632 -1.0050 -0.3794  0.307

The calculation puts the HOMO energy at -0.0786 Ha. Its energy above the lowest of the compared OMol25 structures with the same formula, charge and spin is 3.152 eV. The value obtained for the HOMO-LUMO gap is 6.685 eV. For the energy, the calculation gives -337.8936 hartree. The SMILES is O=NN/C=C\[O-]. The LUMO energy is 0.1670 Ha. Its charge is -1.